[1]
{"formula": "C2H4CsF3O4S", "method": "wB97M-V/def2-TZVPD", "homo_lumo_gap_ev": 7.16, "e_homo_ev": -8.364, "species": ["Cs", "H", "O", "C", "O", "C", "H", "O", "H", "F", "H", "S", "O", "F", "F"], "positions_angstrom": [[-1.41094, 2.86923, 3.32383], [0.25305, -1.24810, 1.32331], [-2.22872, -0.96715, -0.29578], [-0.75723, 0.65686, -1.69525], [-2.08799, 1.48271, 0.25726], [2.12015, -1.05286, 0.38158], [2.17973, 0.04669, 0.39142], [0.77733, -1.47719, 0.17640], [2.72645, -1.50951, -0.40865], [0.23904, 1.53305, -1.55955], [2.42549, -1.31741, 1.40531], [-1.37744, 0.19025, 0.01468], [-0.79454, -0.05049, 1.50592], [-1.71376, 1.23750, -2.41963], [-0.35062, -0.39358, -2.40084]]}

***

[2]
{"formula": "C14H29Cl6N2O2", "method": "wB97M-V/def2-TZVPD", "charge": 1, "homo_lumo_gap_ev": 10.15, "e_homo_ev": -12.054, "species": ["H", "H", "C", "H", "H", "N", "C", "C", "C", "H", "H", "H", "C", "Cl", "H", "Cl", "H", "H", "H", "C", "H", "H", "H", "H", "Cl", "H", "H", "H", "C", "H", "C", "H", "Cl", "H", "H", "C", "O", "H", "H", "C", "H", "C", "O", "C", "H", "H", "N", "H", "C", "Cl", "C", "H", "Cl"], "positions_angstrom": [[3.35067, -2.19068, 0.01997], [-2.68964, 5.71508, -0.93178], [-2.06234, 4.95157, -1.38784], [2.99011, -0.45455, -3.05706], [-3.47302, 4.60727, -2.95433], [-1.23619, -1.19262, 0.69550], [2.98588, 1.96749, 0.56348], [-0.44791, -0.79433, -0.46110], [-3.45397, -4.18679, 3.11789], [1.79467, -2.79400, -4.64277], [-0.04668, 1.24568, 2.84393], [3.09236, -0.62153, -4.81167], [1.49150, 2.17698, 0.87033], [-2.25895, -3.94267, 1.81868], [3.50164, 2.87988, 0.86694], [-1.25446, 4.07165, -0.05985], [-2.22465, -1.03591, 0.57042], [1.26565, 0.07737, 0.99054], [-3.77176, -5.22713, 3.07382], [-0.02107, 0.69369, -0.46008], [-1.27238, 1.34320, 1.54387], [-0.85750, 1.38156, -0.54053], [-1.45814, -0.82616, 2.76757], [-3.60034, 3.45641, -1.62190], [1.57838, -2.85336, -2.29715], [1.07992, 2.83484, 0.10695], [-5.08329, -3.37493, 1.95959], [3.36004, -2.82860, -3.82916], [3.89220, -0.20901, 0.56294], [-2.95568, -4.02014, 4.06970], [2.50138, -0.87535, -3.93376], [-1.29302, 5.44401, -1.97664], [-1.90221, 2.87234, -3.14918], [1.38717, 2.65921, 1.84133], [3.15775, 1.88113, -0.51212], [-0.37084, 0.83729, 1.88908], [3.55306, 0.89711, 1.30612], [0.15319, -1.23657, 2.24864], [2.35722, -1.58826, 1.34549], [-0.74847, -0.67353, 1.95572], [-5.41107, -3.53908, 3.68662], [-4.64982, -3.28299, 2.95210], [4.65593, -0.09629, -0.34100], [3.36437, -1.58621, 0.91927], [-1.04422, -0.94174, -1.36103], [4.04781, -2.03628, 1.64182], [0.70262, 0.91892, 0.84760], [0.69869, 0.86851, -1.26478], [-2.90335, 4.02713, -2.23078], [0.91772, -0.07223, -4.11592], [2.37084, -2.37417, -3.82235], [0.47534, -1.38856, -0.52351], [-4.23518, -1.56464, 3.21041]]}

***

[3]
{"formula": "C3H8N4O", "method": "wB97M-V/def2-TZVPD", "relative_energy_kcal_mol": 215.0, "homo_lumo_gap_ev": 9.25, "e_homo_ev": -9.549, "species": ["C", "H", "O", "H", "C", "C", "N", "H", "N", "H", "H", "N", "H", "H", "N", "H"], "positions_angstrom": [[1.33493, -0.64563, -0.17138], [1.51324, -0.03208, -1.07655], [0.99607, 0.55961, 2.13555], [-1.33995, 0.51713, -0.41604], [0.61069, 0.10720, 0.95650], [0.16755, -1.59068, -0.57801], [-1.17475, 1.62630, 1.38131], [-0.13404, 0.72583, -2.17775], [-0.82907, -0.17633, -2.32870], [-1.30101, -0.63564, -3.22722], [0.03427, -2.56630, 0.15661], [-0.23875, 1.14877, 0.19007], [-0.33504, 2.16544, 2.01958], [-1.27396, 0.79180, 2.15696], [-0.65567, -1.38922, -1.49258], [2.47657, -1.13500, -0.01334]]}

***

[4]
{"formula": "C5H8ClNO", "method": "wB97M-V/def2-TZVPD", "relative_energy_kcal_mol": 70.6, "homo_lumo_gap_ev": 10.72, "smiles": "C=C(C#N)[C@H](C)O.Cl", "e_homo_ev": -10.437, "species": ["C", "H", "H", "Cl", "H", "O", "H", "C", "H", "C", "H", "C", "N", "H", "C", "H"], "positions_angstrom": [[-0.12879, -0.27831, -1.58019], [0.45473, -1.49506, 1.64657], [0.14301, 1.30455, 0.80392], [-3.85639, 0.68708, 0.12230], [1.52438, -0.86066, 0.31623], [-1.12041, 0.52299, 1.90033], [-1.18144, -0.31958, 2.41899], [-1.48686, -1.37554, -0.10588], [1.58841, -0.33338, 2.15991], [-0.16688, 0.33110, 0.93975], [-2.81656, 0.50182, 1.04815], [-0.68109, -0.32622, -0.43548], [-1.98217, -2.23853, 0.45383], [0.53383, 0.35906, -2.12358], [0.97290, -0.65778, 1.22395], [-0.26545, -1.19083, -2.23227]]}

***

[5]
{"formula": "C21H25BCl8F14NO5S", "method": "wB97M-V/def2-TZVPD", "relative_energy_kcal_mol": 0.0, "charge": -1, "homo_lumo_gap_ev": 6.85, "e_homo_ev": -5.291, "species": ["H", "H", "C", "O", "F", "C", "C", "H", "C", "C", "Cl", "C", "C", "H", "H", "C", "Cl", "F", "H", "F", "H", "F", "H", "H", "C", "O", "F", "C", "C", "H", "Cl", "S", "C", "H", "Cl", "H", "F", "C", "H", "F", "H", "H", "F", "F", "C", "Cl", "H", "Cl", "H", "H", "H", "O", "F", "C", "H", "Cl", "O", "F", "Cl", "C", "H", "H", "C", "C", "F", "O", "H", "H", "N", "F", "B", "C", "C", "F", "C", "H"], "positions_angstrom": [[5.26578, 1.93526, -1.74542], [-1.49301, 0.51615, 1.73670], [3.16483, 1.84309, -1.26667], [-0.47584, -1.11175, 4.89942], [-6.70565, -0.61603, 3.02509], [-7.44308, -0.89758, -3.69356], [-4.71319, 0.13972, 1.90206], [1.14898, 1.67153, -0.60867], [-1.77636, 2.09163, -2.58880], [6.29650, 0.81929, 0.52541], [8.42197, -0.79330, -4.98320], [-1.58069, -0.43848, 2.26717], [-7.05237, 0.06764, 0.72423], [-2.40266, 1.62047, -1.83865], [-4.77034, 1.23197, 1.90196], [11.78459, -1.23945, -6.92573], [5.98350, -0.15237, -3.49834], [2.25278, 0.29872, 3.05336], [-3.19775, 0.52520, 0.42865], [6.72541, 1.74266, 1.42664], [11.50734, -0.20452, -7.09093], [-5.87632, -1.80407, 1.42546], [-7.62577, -1.87273, -3.25620], [-7.99458, -0.13743, -3.15105], [1.53436, 0.41395, 1.89774], [2.89455, -2.04973, 1.88383], [-7.06763, 2.01704, 2.34702], [4.84414, 1.04344, 0.16688], [-0.01437, 0.22709, 5.07119], [-2.09740, -1.85047, 0.68930], [-5.71824, -0.53829, -3.57899], [-8.08823, 1.57032, 1.21461], [-6.10938, -0.51027, 1.82117], [11.11765, -1.69144, -6.20010], [13.43549, -1.29373, -6.29448], [2.85830, 2.30658, -2.20386], [6.48076, -0.36485, 1.13126], [-3.70620, -0.36766, 0.82719], [4.24361, 0.15958, 1.97557], [7.10965, 0.89817, -0.54625], [8.19905, -0.16152, -2.72291], [1.61568, -2.70635, 3.95922], [-6.41084, 0.34546, -0.40346], [0.70829, 1.51444, 2.08849], [0.74475, -0.87575, 1.53967], [-1.98438, 1.23187, -4.11947], [1.06994, 0.22521, 5.22231], [-0.10268, 2.04266, -2.02681], [-3.15608, -1.93701, 2.16938], [-4.32668, -0.18583, 2.87694], [-2.07030, -0.22385, 3.22611], [1.38854, -2.98551, 0.55436], [-7.93179, -0.90558, 0.39776], [4.50226, 1.64308, -1.03316], [-0.35160, 0.91636, 4.28851], [-7.99823, -0.91381, -5.37347], [0.19811, -0.62783, 0.23707], [-8.97165, 0.72389, 2.21444], [11.64576, -2.11777, -8.45391], [2.54918, 0.84830, 0.82618], [7.58509, -1.80161, -3.02342], [-4.17523, -0.84729, -0.03698], [3.89098, 0.63706, 1.06817], [7.62494, -0.78527, -3.39856], [-7.27567, 2.49300, 0.18361], [0.66986, -2.90737, 3.89147], [-0.45418, 0.59092, 6.01347], [0.87513, -0.81060, -0.42341], [-0.35989, -1.22234, 2.38682], [-8.97131, 2.84225, 1.56900], [-0.03381, -1.72084, 3.70544], [1.77909, -2.06779, 1.30354], [-2.62851, -1.28532, 1.45820], [-9.13198, 1.23065, 0.04281], [2.20010, 1.47289, -0.35236], [-2.07302, 3.12579, -2.72605]]}